Record 1
DFT (wB97M-V/def2-TZVPD) results for a structure of composition C9H10ClNO2.

Properties
LUMO ... -0.23 eV
HOMO level ... -9.4 eV
Maximum force ... 0.115 Eh/bohr

Element x y z (Å)
1 C 2.416343 1.720094 -0.689448
2 C 1.675801 2.006908 0.469743
3 C 1.902078 0.870538 -1.642040
4 C 0.439692 1.427188 0.625198
5 C 0.692826 0.336952 -1.541687
6 C -0.030468 0.524872 -0.297615
7 C -0.002735 -2.438774 0.947094
8 C -1.345729 -1.936965 0.419573
9 C -1.450885 -0.102898 -0.225463
10 N -2.253817 0.665360 0.749713
11 O -2.180050 0.188333 1.867820
12 O -2.951229 1.596307 0.316206
13 Cl -2.201935 -0.226882 -1.793006
14 H 3.259910 2.370602 -0.752080
15 H 2.228690 2.596250 1.204416
16 H 2.349153 0.694381 -2.541052
17 H -0.292033 1.881870 1.271741
18 H 0.333064 -0.260070 -2.279216
19 H 0.546503 -2.791769 0.068196
20 H 0.663167 -1.529230 1.228127
21 H -0.163377 -3.047648 1.748795
22 H -2.087755 -1.897109 1.281783
23 H -1.547206 -2.648299 -0.436807

Atomic forces in eV per Å
C -0.8 0.9 2.0
C 1.9 -0.5 -1.0
C 0.9 1.4 0.5
C -1.2 0.3 0.1
C -1.7 0.0 5.0
C -1.0 -0.4 -2.7
C 1.6 5.0 -2.8
C -0.8 1.5 -0.1
C 2.6 -3.2 0.4
N -1.7 -0.3 -0.9
O -0.5 1.7 0.2
O 1.3 -1.4 1.6
Cl -0.4 0.2 -0.1
H 1.0 -0.4 -0.7
H -0.9 0.2 0.0
H 1.8 -0.2 -2.2
H 0.2 -0.4 1.0
H -1.1 -1.6 -1.9
H 0.0 -0.8 0.6
H -1.1 -1.4 0.2
H 0.0 -2.0 1.9
H 0.7 -0.3 -1.7
H -0.8 1.5 0.8

Results of the Mulliken charge analysis, in e, for atoms 1 through 2: number 1, C, carries -0.40; number 2, C, carries -0.60



Record 2
DFT (wB97M-V/def2-TZVPD) results for the molecule C3H5NO.

Properties
LUMO (spin up / spin down) ... -1.04 / -0.92 eV
HOMO level (spin up / spin down) ... -9.6 / -9.2 eV
Maximum force ... 0.015 Eh/bohr

Element x y z (Å)
1 O 1.701474 -0.371025 1.578220
2 C 1.283544 -0.348926 0.484039
3 C 0.220309 0.577833 -0.383660
4 C -0.706084 -0.608244 -0.401013
5 N -0.503902 1.618751 0.038302
6 H 0.730114 -1.346683 -0.178832
7 H 0.696051 0.717875 -1.361236
8 H -1.337992 -0.765909 -1.276586
9 H -1.184430 -0.875736 0.543432
10 H -0.899081 1.402068 0.957336

Atomic forces in eV per Å
O -0.2 0.0 -0.8
C 0.1 0.0 0.7
C 0.2 -0.2 -0.2
C -0.3 0.1 0.0
N -0.1 -0.1 0.1
H 0.0 0.0 0.0
H 0.0 0.0 0.1
H 0.1 0.1 0.1
H 0.2 0.0 -0.1
H 0.0 0.0 -0.1

Results of the Mulliken charge analysis, in e, for atoms 1 through 2: number 1, O, carries -0.38; number 2, C, carries 0.21



Record 3
DFT (wB97M-V/def2-TZVPD) results for a cluster of 2 separate species, C2H10NOS in total.

Properties
LUMO ... -3.91 eV
Charge ... +1
HOMO level ... -13.0 eV
Maximum force ... 0.020 Eh/bohr

Element x y z (Å)
1 C -0.145970 0.466004 0.325621
2 C 1.349842 0.572898 0.235756
3 S 2.042678 -0.893103 1.069230
4 N -0.932806 1.673303 -0.092888
5 H -0.438988 0.183117 1.332930
6 H -0.423291 -0.361124 -0.295571
7 H 1.816605 1.338859 0.839979
8 H 1.703340 0.557571 -0.786930
9 H 1.571939 -1.904239 0.320630
10 H -1.917087 1.556926 0.144493
11 H -0.866732 1.853925 -1.099313
12 H -0.591427 2.540752 0.328031
13 H -0.967270 -2.495790 0.021672
14 H -1.453422 -2.736274 -1.437784
15 O -0.747411 -2.352824 -0.905855

Atomic forces in eV per Å
C 0.3 -0.4 0.6
C 0.3 -1.0 0.1
S 0.3 -0.2 0.4
N 0.2 0.6 -0.5
H -0.1 0.4 0.2
H -0.5 -0.2 -0.6
H -0.1 0.6 -0.2
H 0.1 0.4 -0.2
H -0.1 0.3 -0.3
H -0.1 0.1 0.0
H -0.1 -0.3 0.0
H 0.0 -0.1 0.4
H -0.2 -0.4 -0.2
H 0.0 -0.1 0.2
O 0.1 0.4 0.1

Results of the Mulliken charge analysis, in e, for atoms 1 through 2: number 1, C, carries -0.63; number 2, C, carries -0.64



Record 4
DFT (wB97M-V/def2-TZVPD) results for a structure of composition C20H55N5O5Zr.

Properties
LUMO ... -12.58 eV
Charge ... +4
HOMO level ... -21.6 eV
Maximum force ... 0.110 Eh/bohr

Element x y z (Å)
1 Zr -0.478105 -0.082430 0.651826
2 C -2.228105 3.987570 0.713826
3 C -1.267105 3.035570 0.206826
4 C 0.068895 3.675570 0.436826
5 O 0.964895 2.622570 0.645826
6 C 2.262895 3.293570 0.809826
7 N -1.524105 1.827570 1.002826
8 H -2.147105 4.935570 0.173826
9 H -1.961105 4.266570 1.779826
10 H -3.314105 3.741570 0.834826
11 H -1.370105 2.922570 -0.898174
12 H 0.031895 4.218570 1.348826
13 H 0.405895 4.469570 -0.233174
14 H 2.372895 3.985570 1.656826
15 H 2.472895 3.911570 -0.073174
16 H 3.143895 2.699570 0.724826
17 H -2.556105 1.988570 1.133826
18 H -1.221105 2.224570 1.933826
19 C 1.221895 -0.154430 4.509826
20 C 0.454895 -0.623430 3.253826
21 C -0.974105 -0.933430 3.447826
22 O -1.614105 -0.836430 2.175826
23 C -2.892105 -1.554430 2.270826
24 N 0.502895 0.567570 2.431826
25 H 1.213895 -0.760430 5.364826
26 H 0.835895 0.813570 4.956826
27 H 2.312895 -0.037430 4.365826
28 H 1.012895 -1.491430 2.926826
29 H -1.493105 -0.212430 4.034826
30 H -1.058105 -1.822430 4.045826
31 H -3.671105 -1.106430 1.557826
32 H -3.316105 -1.436430 3.271826
33 H -2.905105 -2.626430 2.092826
34 H 1.430895 1.056570 2.652826
35 H 0.039895 1.205570 3.092826
36 C -0.341105 1.037570 -3.431174
37 C 0.666895 0.491570 -2.444174
38 C 2.069895 1.082570 -2.684174
39 O 2.877895 0.667570 -1.585174
40 C 4.065895 1.424570 -1.558174
41 N 0.453895 0.786570 -1.040174
42 H 0.126895 0.933570 -4.385174
43 H -0.388105 2.123570 -3.230174
44 H -1.294105 0.561570 -3.346174
45 H 0.820895 -0.626430 -2.633174
46 H 1.863895 2.171570 -2.662174
47 H 2.481895 0.902570 -3.652174
48 H 4.911895 1.044570 -2.099174
49 H 4.470895 1.414570 -0.535174
50 H 3.891895 2.481570 -1.697174
51 H 0.488895 1.845570 -1.144174
52 H 1.515895 0.721570 -1.028174
53 C -4.330105 -1.143430 -1.129174
54 C -2.843105 -1.501430 -1.034174
55 C -2.308105 -2.098430 -2.318174
56 O -0.892105 -2.156430 -2.316174
57 C -0.525105 -2.670430 -3.602174
58 N -2.066105 -0.301430 -0.734174
59 H -4.777105 -0.670430 -0.247174
60 H -4.871105 -2.114430 -1.151174
61 H -4.633105 -0.585430 -1.999174
62 H -2.623105 -2.282430 -0.293174
63 H -2.750105 -1.570430 -3.213174
64 H -2.555105 -3.101430 -2.385174
65 H -0.691105 -1.975430 -4.371174
66 H -0.927105 -3.585430 -3.896174
67 H 0.597895 -2.794430 -3.591174
68 H -1.937105 -0.146430 -1.786174
69 H -2.783105 0.487570 -0.715174
70 C 1.084895 -4.055430 -0.571174
71 C 1.085895 -2.873430 0.326826
72 C 2.075895 -1.881430 -0.187174
73 O 1.812895 -0.664430 0.505826
74 C 2.941895 -0.275430 1.257826
75 N -0.193105 -2.224430 0.478826
76 H 0.488895 -4.893430 -0.246174
77 H 2.120895 -4.361430 -0.763174
78 H 0.769895 -3.806430 -1.556174
79 H 1.461895 -3.173430 1.296826
80 H 2.011895 -1.714430 -1.284174
81 H 3.081895 -2.340430 -0.007174
82 H 3.881895 -0.387430 0.692826
83 H 3.062895 -1.045430 2.113826
84 H 2.922895 0.723570 1.685826
85 H -0.503105 -2.907430 1.202826
86 H -0.637105 -2.745430 -0.310174

Atomic forces in eV per Å
Zr 4.3 0.5 -1.8
C -2.2 3.3 1.9
C 0.0 1.1 -2.6
C -0.2 -0.3 1.0
O 3.1 0.8 0.3
C 0.5 1.0 -1.0
N -1.1 1.5 2.1
H -0.3 0.0 0.0
H -0.1 -0.3 -1.0
H 0.7 -0.2 -0.8
H -0.4 -0.7 0.7
H -0.2 0.6 1.2
H -0.2 -0.6 -0.9
H -0.6 -0.5 0.1
H -0.7 0.3 0.0
H 0.1 -1.5 0.6
H 0.8 -1.2 -0.2
H -0.3 -0.9 -0.8
C 0.1 1.3 1.0
C 1.9 0.1 2.7
C 0.5 0.5 1.6
O -2.7 -2.4 1.3
C -2.9 0.9 -0.8
N 1.8 2.9 2.2
H -0.4 -1.6 1.0
H 0.2 -0.8 -0.9
H -0.5 0.1 -0.6
H 0.1 -0.1 -0.9
H -0.1 1.0 0.8
H -0.5 -1.2 -0.6
H 1.5 -0.4 0.9
H 0.3 0.3 0.0
H 1.0 -0.1 -0.2
H -1.0 -1.2 -1.5
H -0.8 0.1 -0.5
C 1.4 1.1 1.4
C 0.8 -3.2 -3.1
C -1.3 1.1 -0.6
O -0.2 0.1 -1.5
C 1.5 0.8 2.4
N 0.9 2.8 -2.5
H -0.3 -0.2 -1.0
H -0.5 -0.3 -0.3
H -0.6 -0.2 -0.4
H -0.6 1.4 0.6
H 0.7 0.1 0.2
H 0.4 -0.6 -0.6
H -0.2 -0.3 -1.1
H -0.3 -0.3 0.0
H -0.2 0.2 -0.8
H -0.8 -1.3 1.0
H -0.1 -0.2 3.1
C -0.6 -2.2 0.8
C -1.3 -1.8 0.5
C -0.4 1.2 -0.7
O -0.5 0.4 -0.3
C 3.8 0.7 0.7
N -2.9 2.7 -4.0
H 0.5 0.2 0.0
H 0.1 0.6 -0.3
H 0.2 0.3 -0.5
H -0.6 0.4 0.3
H 0.7 -0.2 0.6
H -1.6 -1.9 -0.2
H -0.6 1.2 -1.0
H -1.1 -1.7 0.1
H -1.1 0.0 0.1
H 1.6 0.6 1.6
H 0.8 -1.1 0.9
C 0.8 -0.8 -0.5
C 3.2 -0.1 -0.3
C 0.8 -1.1 -1.2
O 0.1 0.2 0.5
C 2.1 -1.7 2.1
N -2.0 -4.5 -0.1
H 0.0 -0.4 0.4
H -0.2 -0.4 0.5
H -0.6 0.5 -0.8
H -0.1 -0.1 0.5
H -0.1 0.0 0.7
H -0.6 1.0 0.0
H -0.6 0.2 -0.1
H -0.1 1.3 -1.0
H -0.3 0.0 -0.4
H -0.9 1.3 0.2
H -0.5 1.4 -0.2

Results of the Mulliken charge analysis, in e, for atoms 1 through 2: number 1, Zr, carries -0.30; number 2, C, carries -1.19



Record 5
DFT (wB97M-V/def2-TZVPD) results for a cluster of 14 separate species, C22H62BO21 in total.

Properties
LUMO ... 1.84 eV
Charge ... -1
HOMO level ... -7.7 eV
Maximum force ... 0.091 Eh/bohr

Element x y z (Å)
1 O 1.667273 -2.714961 0.033325
2 C 0.794483 -1.809671 -0.065005
3 O 0.433393 -0.889811 0.822145
4 B -0.707747 -0.108051 0.326455
5 O -0.934767 -0.640051 -1.033185
6 C -0.142227 -1.614781 -1.300605
7 O -0.122647 -2.272811 -2.367985
8 O -0.402057 1.306389 0.194555
9 C -1.337607 2.048969 0.775585
10 O -1.426427 3.292389 0.838405
11 C -2.342307 1.041819 1.390325
12 O -1.892897 -0.178041 1.208125
13 O -3.351177 1.375229 2.063965
14 C 3.058913 -8.509741 3.169815
15 O 2.567643 -9.785871 2.774585
16 H 3.156493 -8.413921 4.251195
17 H 4.039453 -8.409701 2.704385
18 H 2.393403 -7.748751 2.762255
19 H 1.905753 -9.663921 2.090015
20 C 1.781743 5.832229 -2.436665
21 O 2.856163 6.693679 -2.788495
22 H 1.053933 5.879379 -3.246685
23 H 2.041723 4.814579 -2.145245
24 H 1.217293 6.245999 -1.601025
25 H 3.283853 6.359629 -3.580385
26 C -1.172997 -7.957291 -0.511235
27 O -0.562037 -9.178801 -0.120835
28 H -0.644107 -7.459161 -1.323785
29 H -2.180247 -8.181981 -0.862035
30 H -1.280427 -7.265241 0.324015
31 H -0.946417 -9.866831 -0.668995
32 C -9.141727 1.638169 4.594115
33 O -8.140227 0.689639 4.272335
34 H -10.068777 1.169339 4.924085
35 H -8.739567 2.291669 5.368265
36 H -9.455877 2.259379 3.755365
37 H -7.294567 1.123269 4.136615
38 C -5.698567 -4.223061 -2.639135
39 C -6.098797 -3.233691 -1.542205
40 O -7.316387 -2.717911 -2.018765
41 H -4.833517 -4.829811 -2.371485
42 H -5.402157 -3.676591 -3.534465
43 H -6.446347 -4.978261 -2.881245
44 H -5.397087 -2.457561 -1.236705
45 H -6.551107 -3.718581 -0.677105
46 H -7.267177 -2.448331 -2.938825
47 C -5.357967 6.669569 -3.107615
48 C -4.562417 7.910609 -3.548155
49 O -5.108457 8.345279 -4.722205
50 H -5.047427 6.149489 -2.201435
51 H -5.132127 5.899209 -3.844935
52 H -6.434407 6.840449 -3.093885
53 H -3.488117 7.762659 -3.658065
54 H -4.733487 8.684699 -2.800075
55 H -4.415677 8.808239 -5.198995
56 C 9.082413 -2.528471 -2.076925
57 C 7.877133 -3.406611 -2.311035
58 O 7.595113 -3.867281 -1.023465
59 H 8.873543 -1.777181 -1.315315
60 H 9.360783 -2.020161 -3.000095
61 H 10.012233 -3.080861 -1.941295
62 H 8.001793 -4.172491 -3.076545
63 H 7.020033 -2.848691 -2.688145
64 H 6.641673 -3.973701 -0.988345
65 C -6.532297 6.905529 5.080125
66 C -7.597547 7.140389 3.939045
67 O -6.962847 7.260869 2.654585
68 H -6.077967 5.981499 4.722565
69 H -6.942647 6.746099 6.077275
70 H -5.761697 7.668239 5.192135
71 H -8.065197 8.111779 4.099625
72 H -8.377587 6.379159 3.926725
73 H -7.646687 7.530289 2.037025
74 C 6.264953 -4.329741 4.840765
75 C 7.715523 -3.896291 4.437525
76 O 8.249163 -4.747731 3.477795
77 H 5.596633 -4.453981 3.988705
78 H 5.805463 -3.541571 5.437215
79 H 6.263463 -5.191371 5.508365
80 H 8.298643 -3.777891 5.350785
81 H 7.743003 -2.859941 4.100885
82 H 7.763113 -4.554431 2.672815
83 C 4.635903 1.769819 2.154085
84 C 4.297683 2.187559 3.560795
85 O 3.993873 3.580959 3.619475
86 H 4.822353 0.696669 2.113155
87 H 5.594553 2.176019 1.831455
88 H 3.838853 2.135099 1.506485
89 H 5.106673 2.104289 4.286535
90 H 3.515153 1.563109 3.991845
91 H 3.125153 3.743799 3.994175
92 C 3.889073 0.959569 -5.428175
93 C 3.864663 -0.481401 -6.003615
94 O 5.136283 -0.880371 -6.604715
95 H 2.922773 0.995119 -4.925075
96 H 3.999583 1.715289 -6.205845
97 H 4.702573 1.116899 -4.719965
98 H 3.052713 -0.773581 -6.669545
99 H 3.686323 -1.115591 -5.135225
100 H 5.088333 -1.766181 -6.971665
101 O -0.477607 -6.488041 -5.360795
102 H -0.411457 -5.702231 -4.818245
103 H 0.417793 -6.823081 -5.408115
104 O -3.038097 8.479369 1.759825
105 H -2.719347 7.616019 1.496645
106 H -3.917407 8.316719 2.101265

Atomic forces in eV per Å
O -3.0 3.6 0.0
C 2.2 -3.0 -0.1
O 0.5 -0.7 0.1
B 0.2 -0.1 -0.3
O -1.2 0.6 0.1
C 1.0 -2.7 -3.1
O 0.1 1.8 3.2
O 0.0 1.3 0.3
C -0.5 2.8 0.1
O 0.6 -4.0 -0.4
C -3.2 1.7 2.9
O 0.1 -0.1 -0.5
O 3.3 -1.3 -2.4
C 0.0 -0.2 -1.0
O -0.2 -0.4 0.4
H -0.2 -0.2 0.0
H 0.2 0.4 0.2
H 0.2 0.3 0.3
H 0.0 0.0 0.0
C -0.8 0.6 -0.2
O 0.2 -0.1 0.5
H -0.1 -0.7 -0.2
H 0.3 0.0 -0.3
H 0.5 0.3 0.2
H -0.1 -0.1 0.0
C -0.7 0.0 -0.3
O 0.2 0.1 0.2
H 0.2 0.0 0.0
H -0.2 0.2 -0.1
H 0.3 -0.2 0.1
H 0.1 0.0 0.1
C 0.4 0.5 0.0
O -0.6 -0.5 -0.1
H 0.4 -0.4 0.2
H -0.4 0.2 0.2
H 0.3 0.1 -0.3
H -0.1 0.2 0.0
C 1.6 -0.4 0.7
C -1.6 -1.4 -0.7
O -1.5 1.6 -0.3
H 0.3 0.1 0.1
H -0.1 0.0 -0.1
H -0.5 0.5 0.2
H 0.3 -0.2 -0.3
H 1.2 -0.4 0.5
H 0.3 0.1 0.0
C 1.0 -0.8 -0.7
C -0.5 -0.6 2.5
O -0.5 0.6 -2.3
H 0.1 0.7 0.4
H -0.4 -0.1 -0.4
H 0.1 0.2 0.0
H 0.1 -0.4 0.3
H 0.4 0.2 0.4
H -0.2 0.1 -0.2
C 0.6 0.4 -1.9
C 0.3 1.0 -0.1
O -1.0 -1.1 0.6
H 0.2 -0.3 0.1
H -0.4 0.5 -0.2
H -0.3 -0.3 0.9
H 0.5 -0.5 0.2
H 0.0 0.5 0.0
H -0.1 -0.3 0.4
C -0.6 -0.7 -1.6
C 0.7 1.6 0.9
O 0.3 -0.5 0.5
H 0.5 -0.1 0.5
H -0.4 -0.1 -0.2
H -0.2 0.2 -0.5
H -0.4 0.0 0.3
H 0.2 -0.3 0.1
H 0.0 0.0 -0.1
C 0.7 1.0 0.4
C -1.9 0.7 0.9
O 0.7 -0.4 -0.1
H 0.2 -0.3 -0.1
H 0.0 0.3 0.1
H 0.1 -0.3 -0.4
H 0.5 -1.0 -0.1
H -0.5 0.2 -0.5
H 0.1 -0.2 -0.2
C 0.6 0.0 0.3
C 0.2 0.3 1.0
O -0.3 0.3 -0.3
H -0.6 -0.2 -0.2
H -0.1 0.5 0.0
H 0.1 -0.4 -0.2
H 0.5 -0.5 -0.3
H -0.4 0.1 -0.3
H 0.0 -0.2 -0.1
C -0.1 -1.2 -1.2
C 1.2 -0.8 0.7
O -0.4 1.0 0.3
H 0.1 0.7 0.1
H -0.3 0.0 0.0
H -0.1 -0.3 0.1
H -0.2 0.9 -0.3
H 0.1 -0.2 0.2
H -0.3 0.0 0.1
O -0.2 -0.2 -0.1
H 0.0 0.3 0.2
H 0.2 -0.1 0.0
O 0.1 0.3 0.0
H 0.1 -0.3 -0.1
H -0.3 -0.1 0.1

Results of the Mulliken charge analysis, in e, for atoms 1 through 2: number 1, O, carries -0.68; number 2, C, carries 0.61